Entry from OMol25: one molecule with the formula C13H16N2O3S (ωB97M-V/def2-TZVPD).

Last column: natural (NBO) charge in e.
Positions of all 35 atoms, in Å:
C -2.11938 0.45608 -1.29691  -0.649
C -1.08519 1.20169 -0.52129  0.311
C 0.15435 0.74959 -0.22528  -0.248
C 0.74949 -0.52616 -0.62072  0.790
O 1.88953 -0.83184 -0.34042  -0.629
O -0.07434 -1.32614 -1.31297  -0.525
C 0.45080 -2.59957 -1.72174  0.091
C -0.73546 -3.54108 -1.87237  -0.619
C 1.23245 -2.44387 -3.02200  -0.631
C 1.05308 1.60143 0.65333  -0.088
C 0.90091 1.15637 2.08425  -0.214
C 0.12311 1.70187 3.05950  -0.269
C 0.19673 0.99195 4.27928  -0.256
C 1.02207 -0.08145 4.20454  -0.418
S 1.73034 -0.25196 2.64534  0.466
N 0.71460 2.99794 0.48812  -0.607
C -0.55623 3.43303 0.33179  0.785
O -0.91476 4.57902 0.48142  -0.629
N -1.44940 2.45560 -0.09541  -0.623
H -2.35170 -0.48588 -0.80603  0.248
H -3.02885 1.04491 -1.39269  0.208
H -1.74354 0.21607 -2.28884  0.249
H 1.12706 -2.95284 -0.93255  0.203
H -1.40693 -3.17258 -2.64384  0.207
H -0.38556 -4.53100 -2.14956  0.217
H -1.28354 -3.61016 -0.93633  0.217
H 2.06757 -1.76447 -2.87110  0.229
H 0.58696 -2.04569 -3.80193  0.205
H 1.61889 -3.40859 -3.33765  0.215
H 2.09288 1.44610 0.34060  0.246
H -0.47574 2.58527 2.92309  0.226
H -0.34274 1.27496 5.16524  0.223
H 1.26045 -0.79130 4.97128  0.233
H 1.35915 3.67573 0.86641  0.417
H -2.37704 2.79697 -0.30454  0.419

Computed properties:
energy relative to the best compared isomer or geometry (same formula, charge and spin)	0.000	eV
HOMO level	-8.555	eV
total charge	0
SMILES	CC1=C(C(=O)OC(C)C)[C@H](c2cccs2)NC(=O)N1
electronic energy	-33699.9335	eV
spin multiplicity	1
Kohn-Sham gap	9.19	eV

Entry from OMol25: C2H4I2N2O as an isolated structure (ωB97M-V/def2-TZVPD).

Last column: natural (NBO) charge in e.
Positions of all 11 atoms, in Å:
C -0.40986 0.05767 -1.74271  0.567
C -0.91938 -0.96272 -0.94007  -0.205
N -0.53376 -0.86717 0.25973  -0.599
N 0.54898 1.68740 1.75324  -0.899
O -0.14287 0.39876 -2.82381  -0.423
I 2.07265 -1.10977 0.78654  -0.445
I -0.19937 1.78510 -0.16017  0.604
H 0.19709 0.73391 1.94021  0.382
H -1.30902 -1.78202 -1.48554  0.226
H -0.82402 -1.52697 0.98285  0.404
H 1.51954 1.58581 1.42973  0.386

Computed properties:
energy relative to the best compared isomer or geometry (same formula, charge and spin)	2.582	eV
HOMO level (spin up / spin down)	-8.397 / -7.879	eV
total charge	0
electronic energy	-23363.7928	eV
spin multiplicity	1
Kohn-Sham gap (spin up / spin down)	6.90 / 6.02	eV

Entry from OMol25: C3H2Br3NS as an isolated structure (ωB97M-V/def2-TZVPD).

Last column: natural (NBO) charge in e.
Positions of all 10 atoms, in Å:
C -1.02728 -0.19684 2.00161  -0.137
C 0.30380 1.53576 0.95729  0.207
C 1.23265 -0.80023 -1.96347  -0.361
N -0.30630 0.55938 1.27467  -0.395
S -2.44616 0.34391 2.77788  -0.071
Br 0.23417 2.71987 -0.39909  0.182
Br 0.11782 0.36293 -2.93939  0.104
Br 0.40888 -2.32602 -1.22672  0.094
H -0.65969 -1.22057 1.85497  0.210
H 2.14209 -0.97820 -2.33776  0.167

Computed properties:
energy relative to the best compared isomer or geometry (same formula, charge and spin)	3.967	eV
HOMO level (spin up / spin down)	-8.176 / -8.787	eV
total charge	0
electronic energy	-225590.8038	eV
spin multiplicity	1
Kohn-Sham gap (spin up / spin down)	6.99 / 7.04	eV

Entry from OMol25: a 6-piece molecular cluster, C28H39Cl10F3O4 overall (ωB97M-V/def2-TZVPD).

Last column: Mulliken charge in e.
Positions of all 84 atoms, in Å:
O 5.66557 -2.56658 0.86698  -0.590
C 5.28723 -1.90840 -0.07903  -0.295
C 5.61431 -0.47282 -0.25875  -0.399
C 4.69720 0.34231 -0.79496  0.478
C 4.91521 1.81436 -1.07445  -1.170
C 6.05436 1.92586 -2.11236  -0.734
C 5.62154 1.36988 -3.47224  -0.400
C 6.27848 0.04602 -3.87443  -0.321
O 7.65536 -0.04516 -3.52549  -0.589
C 3.36948 -0.24249 -1.16596  -0.052
O 2.33367 0.36336 -1.00074  -0.603
C 3.43966 -1.63643 -1.71676  0.872
C 2.61509 -2.09047 -2.76004  0.392
C 1.56192 -1.24073 -3.43052  -0.705
C 0.29675 -0.98396 -2.58488  -0.809
O -0.01721 0.40153 -2.52443  -0.245
C -0.79521 0.81086 -3.61325  -0.832
C -0.99984 2.31225 -3.47193  0.906
F -1.36571 2.86994 -4.63226  -0.292
F -1.90272 2.62880 -2.53745  -0.236
F 0.15336 2.88671 -3.08184  -0.248
C 2.82908 -3.39686 -3.20786  -1.217
C 3.79226 -4.21764 -2.64250  -0.703
C 4.59969 -3.77034 -1.60522  -0.913
C 4.41251 -2.46947 -1.16014  1.005
H 6.58231 -0.07137 0.01444  0.601
H 5.16039 2.36826 -0.17298  0.470
H 3.98900 2.16687 -1.51949  0.341
H 6.34859 2.97225 -2.15907  0.443
H 6.91244 1.38690 -1.72198  0.487
H 4.54069 1.23195 -3.53487  0.168
H 5.86717 2.10821 -4.23445  0.396
H 6.22661 -0.04397 -4.95934  0.412
H 5.73738 -0.82195 -3.49184  -0.005
H 7.71073 -0.57841 -2.72990  0.340
H 1.24159 -1.78455 -4.31932  0.627
H 1.99439 -0.30882 -3.78810  0.327
H 0.41959 -1.35040 -1.57254  0.550
H -0.57021 -1.49876 -3.00825  0.427
H -1.76952 0.31563 -3.61519  0.391
H -0.26557 0.65506 -4.55717  0.367
H 2.24525 -3.80202 -4.02226  0.421
H 3.94780 -5.21571 -3.02570  0.413
H 5.35508 -4.39769 -1.16097  0.507
Cl -4.80394 0.18320 1.49626  -0.126
C -4.23082 1.38781 0.30545  -0.414
C -4.56729 2.78619 0.75382  -0.036
Cl -6.32771 3.08438 0.74429  -0.210
H -4.68031 1.14806 -0.65490  0.337
H -3.15057 1.28046 0.21562  0.182
H -4.11838 3.51960 0.08746  0.129
H -4.20034 2.96538 1.75820  0.113
Cl -6.26007 1.42406 6.54110  -0.204
C -4.96098 0.21182 6.38191  -0.327
C -4.78483 -0.25436 4.96053  -0.259
Cl -6.17264 -1.22139 4.39539  -0.222
H -5.19365 -0.61632 7.04687  0.358
H -4.04258 0.68388 6.72574  0.244
H -3.91489 -0.89139 4.88613  0.140
H -4.66015 0.57951 4.27560  0.231
Cl -2.65328 5.11223 2.40166  -0.156
C -1.31912 5.97509 1.58512  -0.436
C -1.68315 6.36462 0.17598  -0.607
Cl -1.80830 4.98564 -0.94384  -0.070
H -0.42943 5.35220 1.62524  0.310
H -1.13610 6.87780 2.16539  0.317
H -0.91679 7.01860 -0.23682  0.343
H -2.63306 6.89359 0.16244  0.338
Cl -7.41700 -7.11774 1.90591  -0.194
C -7.03332 -5.69031 2.90458  -0.434
C -6.79344 -4.45782 2.07271  0.016
Cl -5.29178 -4.57428 1.11885  -0.190
H -6.16635 -5.93219 3.51379  0.323
H -7.88452 -5.52613 3.56320  0.298
H -6.68974 -3.59314 2.72154  -0.118
H -7.61494 -4.27570 1.38460  0.325
Cl -1.74496 0.36891 4.79130  -0.173
C -0.46779 -0.86637 4.64746  -0.519
C -0.30880 -1.35053 3.23209  -0.415
Cl -1.70656 -2.30705 2.66604  -0.143
H -0.71222 -1.68323 5.32223  0.312
H 0.45830 -0.40512 4.98644  0.382
H 0.56174 -2.00151 3.16726  0.300
H -0.17202 -0.52214 2.54184  0.273

Computed properties:
HOMO level	-9.956	eV
total charge	0
SMILES	O=C1C=C(CCCCO)C(=O)c2c(CCOCC(F)(F)F)cccc21.ClCCCl.ClCCCl.ClCCCl.ClCCCl.ClCCCl
electronic energy	-171235.9190	eV
spin multiplicity	1
Kohn-Sham gap	8.85	eV

Repeat the second record exactly.
Entry from OMol25: C2H4I2N2O as an isolated structure (ωB97M-V/def2-TZVPD).

Last column: natural (NBO) charge in e.
Positions of all 11 atoms, in Å:
C -0.40986 0.05767 -1.74271  0.567
C -0.91938 -0.96272 -0.94007  -0.205
N -0.53376 -0.86717 0.25973  -0.599
N 0.54898 1.68740 1.75324  -0.899
O -0.14287 0.39876 -2.82381  -0.423
I 2.07265 -1.10977 0.78654  -0.445
I -0.19937 1.78510 -0.16017  0.604
H 0.19709 0.73391 1.94021  0.382
H -1.30902 -1.78202 -1.48554  0.226
H -0.82402 -1.52697 0.98285  0.404
H 1.51954 1.58581 1.42973  0.386

Computed properties:
energy relative to the best compared isomer or geometry (same formula, charge and spin)	2.582	eV
HOMO level (spin up / spin down)	-8.397 / -7.879	eV
total charge	0
electronic energy	-23363.7928	eV
spin multiplicity	1
Kohn-Sham gap (spin up / spin down)	6.90 / 6.02	eV